1.
CH9N2P2 | ωB97M-V/def2-TZVPD

Output
- total charge = +1
- 2S+1 = 1
- ΔE to the lowest compared entry with this formula, charge and spin (eV) = 1.6085
- HOMO-LUMO gap (eV) = 7.71
- molecular weight (g mol⁻¹) = 111.0

Geometry (Å):
C (1.202, 0.354, -0.527)
N (-2.136, 0.870, 0.127)
N (1.982, 0.897, 0.508)
P (0.273, -2.619, -0.348)
P (-0.228, -0.755, 0.140)
H (1.770, -0.499, -1.119)
H (0.764, 1.172, -1.127)
H (-2.047, 1.138, -0.949)
H (-1.676, 1.631, 0.537)
H (2.062, 1.988, 0.456)
H (2.857, 0.313, 0.803)
H (-3.088, 0.882, 0.494)
H (0.496, -2.078, -1.665)
H (-0.228, -0.624, 1.599)

2.
C2H6NP2 | ωB97M-V/def2-TZVPD

Output
- SMILES = CP=[N+]=PC
- total charge = +1
- 2S+1 = 1
- ΔE to the lowest compared entry with this formula, charge and spin (eV) = 1.0882
- HOMO-LUMO gap (eV) = 7.31
- molecular weight (g mol⁻¹) = 106.0

Geometry (Å):
C (2.507, 0.214, 0.452)
C (-2.261, 0.156, -0.524)
N (0.086, 1.186, 0.357)
P (1.351, 1.272, -0.517)
P (-1.721, 1.543, 0.436)
H (2.702, -0.717, -0.145)
H (3.426, 0.510, 0.816)
H (1.984, -0.087, 1.357)
H (-2.502, 0.160, -1.546)
H (-1.357, -0.519, -0.437)
H (-3.245, -0.040, -0.055)

3.
C36H51FeN7O3SSi | ωB97M-V/def2-TZVPD

Output
- total charge = 0
- 2S+1 = 5
- HOMO-LUMO gap (spin up / spin down) (eV) = 6.54 / 4.31
- molecular weight (g mol⁻¹) = 745.8

Geometry (Å):
Fe (0.742, 0.809, -0.172)
C (0.351, 0.267, 3.954)
C (0.697, 0.647, 2.664)
N (-0.183, 1.190, 1.805)
C (-1.439, 1.388, 2.181)
C (-1.888, 1.047, 3.494)
C (-0.945, 0.456, 4.370)
C (-3.196, 1.315, 3.914)
C (-4.103, 1.939, 3.049)
C (-3.743, 2.310, 1.800)
C (-2.369, 2.119, 1.236)
N (-1.274, 2.050, -0.948)
C (-1.192, 3.410, -1.288)
C (-2.282, 4.186, -1.639)
C (-2.155, 5.548, -1.907)
C (-0.934, 6.159, -1.819)
C (0.197, 5.420, -1.433)
C (1.449, 6.037, -1.245)
C (2.483, 5.281, -0.757)
C (2.269, 3.922, -0.517)
N (1.135, 3.278, -0.744)
C (0.084, 4.025, -1.173)
H (1.093, -0.166, 4.610)
H (1.706, 0.528, 2.284)
H (-1.269, 0.162, 5.360)
H (-3.485, 1.055, 4.920)
H (-5.105, 2.142, 3.402)
H (-4.454, 2.810, 1.159)
H (-3.264, 3.749, -1.721)
H (-3.030, 6.114, -2.185)
H (-0.822, 7.216, -2.005)
H (1.556, 7.088, -1.465)
H (3.449, 5.715, -0.554)
H (3.086, 3.340, -0.121)
C (-3.654, -0.536, 0.478)
C (-2.665, 0.097, -0.496)
C (-2.468, 1.607, -0.242)
C (-3.195, -0.081, -1.925)
O (-1.392, -0.503, -0.384)
Si (-0.972, -2.099, -0.518)
S (1.077, -1.813, -0.347)
O (-1.569, -2.579, -1.958)
C (-1.584, -3.867, -2.550)
C (-0.258, -4.576, -2.294)
C (-2.743, -4.675, -1.962)
C (-1.791, -3.659, -4.055)
O (-1.726, -3.074, 0.547)
C (-1.396, -3.576, 1.829)
C (-0.344, -4.676, 1.674)
C (-0.867, -2.456, 2.717)
C (-2.697, -4.146, 2.403)
H (-4.615, -0.027, 0.434)
H (-3.274, -0.481, 1.494)
H (-3.785, -1.581, 0.209)
H (-3.361, 2.100, -0.646)
H (-0.995, 1.422, -1.705)
H (-1.926, 3.127, 1.100)
H (-4.174, 0.379, -2.029)
H (-3.267, -1.138, -2.142)
H (-2.512, 0.355, -2.650)
H (-0.161, -4.803, -1.238)
H (0.565, -3.921, -2.566)
H (-0.195, -5.494, -2.870)
H (-2.651, -4.683, -0.881)
H (-2.726, -5.693, -2.337)
H (-3.694, -4.217, -2.226)
H (-0.996, -3.036, -4.453)
H (-2.745, -3.171, -4.241)
H (-1.784, -4.616, -4.569)
H (0.537, -4.266, 1.186)
H (-0.738, -5.485, 1.064)
H (-0.065, -5.072, 2.646)
H (0.042, -2.046, 2.286)
H (-0.658, -2.824, 3.716)
H (-1.603, -1.659, 2.780)
H (-3.081, -4.923, 1.746)
H (-3.441, -3.356, 2.478)
H (-2.524, -4.569, 3.389)
C (4.129, -1.093, -0.444)
N (5.572, -0.971, -0.618)
C (6.122, -0.239, 0.513)
N (5.519, 1.086, 0.646)
C (4.083, 0.898, 0.812)
N (3.475, 0.220, -0.334)
C (3.783, 0.942, -1.573)
N (5.219, 1.125, -1.761)
C (5.830, -0.199, -1.826)
C (5.754, 1.820, -0.594)
H (3.919, -1.670, 0.458)
H (3.703, -1.625, -1.294)
H (7.200, -0.124, 0.376)
H (5.930, -0.807, 1.429)
H (3.610, 1.869, 0.973)
H (3.925, 0.279, 1.699)
H (3.299, 1.917, -1.571)
H (3.392, 0.358, -2.412)
H (6.910, -0.083, -1.955)
H (5.419, -0.736, -2.685)
H (5.282, 2.804, -0.521)
H (6.832, 1.956, -0.723)

4.
C15H13N3OS | ωB97M-V/def2-TZVPD

Output
- SMILES = Cc1ccc(SCc2nc(-c3ccccn3)no2)cc1
- total charge = 0
- 2S+1 = 1
- ΔE to the lowest compared entry with this formula, charge and spin (eV) = 1.0362
- HOMO-LUMO gap (eV) = 8.78
- molecular weight (g mol⁻¹) = 283.4

Geometry (Å):
C (3.487, 2.163, 5.064)
C (2.332, 1.825, 4.172)
C (1.747, 0.567, 4.197)
C (0.685, 0.251, 3.368)
C (0.204, 1.199, 2.478)
C (0.777, 2.465, 2.443)
C (1.826, 2.771, 3.286)
H (2.265, 3.757, 3.252)
H (0.390, 3.200, 1.754)
S (-1.170, 0.898, 1.394)
C (-1.010, -0.913, 1.081)
C (-1.585, -1.192, -0.245)
N (-0.995, -1.105, -1.396)
C (-1.985, -1.450, -2.278)
N (-3.111, -1.733, -1.680)
O (-2.866, -1.568, -0.359)
C (-1.762, -1.483, -3.715)
N (-2.735, -1.961, -4.482)
C (-2.542, -1.992, -5.784)
C (-1.377, -1.551, -6.399)
C (-0.361, -1.052, -5.598)
C (-0.551, -1.016, -4.228)
H (0.202, -0.638, -3.554)
H (0.562, -0.697, -6.034)
H (-1.270, -1.597, -7.472)
H (-3.363, -2.392, -6.365)
H (-1.556, -1.458, 1.850)
H (0.052, -1.151, 1.083)
H (0.237, -0.729, 3.429)
H (2.117, -0.182, 4.883)
H (3.318, 3.116, 5.562)
H (3.637, 1.394, 5.817)
H (4.401, 2.253, 4.477)

5.
C33H53BeN2O2P2S | ωB97M-V/def2-TZVPD

Output
- total charge = +1
- 2S+1 = 1
- ΔE to the lowest compared entry with this formula, charge and spin (eV) = 0.0000
- HOMO-LUMO gap (eV) = 5.31
- molecular weight (g mol⁻¹) = 612.8

Geometry (Å):
C (1.593, -0.143, -2.550)
C (-0.068, -1.800, -2.293)
C (2.084, -0.752, -3.699)
C (0.238, -2.269, -3.597)
C (1.344, -1.792, -4.272)
H (3.005, -0.372, -4.135)
H (-0.387, -3.070, -3.987)
H (1.644, -2.225, -5.226)
N (0.548, -0.641, -1.856)
P (0.987, 2.152, -1.146)
P (-0.908, -2.464, 0.319)
C (2.262, 1.106, -1.970)
H (3.004, 0.816, -1.210)
H (2.812, 1.667, -2.739)
C (0.001, 1.095, 1.128)
O (-0.294, 1.237, 2.242)
C (-0.923, -2.535, -1.430)
H (-1.506, -3.335, -1.898)
C (0.353, -3.826, 0.936)
C (-2.715, -2.933, 0.805)
C (1.890, 3.340, -0.011)
C (0.159, 2.996, -2.632)
C (0.832, -3.364, 2.323)
H (0.011, -3.350, 3.051)
H (1.596, -4.064, 2.690)
H (1.274, -2.364, 2.284)
C (-0.253, -5.227, 1.046)
H (-1.067, -5.289, 1.777)
H (-0.598, -5.601, 0.075)
H (0.538, -5.911, 1.394)
C (1.530, -3.918, -0.043)
H (2.313, -4.559, 0.395)
H (1.225, -4.363, -0.999)
H (1.976, -2.942, -0.242)
C (-2.780, -2.993, 2.344)
H (-2.351, -2.087, 2.799)
H (-3.834, -3.058, 2.651)
H (-2.263, -3.868, 2.759)
C (-3.661, -1.829, 0.313)
H (-3.449, -0.859, 0.779)
H (-3.616, -1.705, -0.775)
H (-4.693, -2.109, 0.580)
C (-3.196, -4.238, 0.166)
H (-2.614, -5.114, 0.462)
H (-4.230, -4.410, 0.503)
H (-3.207, -4.172, -0.928)
C (-0.697, 4.161, -2.110)
H (-1.280, 4.564, -2.954)
H (-1.412, 3.815, -1.349)
H (-0.094, 4.983, -1.703)
C (-0.761, 1.976, -3.328)
H (-0.191, 1.212, -3.871)
H (-1.424, 1.476, -2.614)
H (-1.397, 2.515, -4.050)
C (1.174, 3.488, -3.675)
H (0.617, 4.039, -4.450)
H (1.926, 4.170, -3.263)
H (1.686, 2.656, -4.176)
C (2.833, 2.514, 0.880)
H (3.640, 2.038, 0.310)
H (3.291, 3.192, 1.616)
H (2.273, 1.746, 1.425)
C (0.891, 4.065, 0.913)
H (0.357, 3.362, 1.559)
H (1.481, 4.737, 1.556)
H (0.163, 4.668, 0.359)
C (2.682, 4.374, -0.813)
H (3.359, 3.908, -1.541)
H (2.027, 5.091, -1.324)
H (3.293, 4.948, -0.101)
Be (-0.002, 0.162, -0.440)
N (1.803, -0.704, 0.617)
C (2.932, -0.936, 0.849)
C (4.252, -1.302, 1.190)
C (4.865, -0.730, 2.321)
C (4.948, -2.253, 0.415)
C (6.141, -1.143, 2.700)
H (4.328, 0.034, 2.889)
C (6.217, -2.672, 0.817)
H (4.490, -2.647, -0.495)
C (6.813, -2.117, 1.954)
H (6.609, -0.704, 3.583)
H (6.741, -3.433, 0.237)
H (7.808, -2.442, 2.258)
C (-3.159, 1.536, 1.445)
S (-2.325, 1.785, -0.150)
C (-3.742, 1.531, -1.222)
O (-1.598, 0.361, -0.471)
H (-2.735, 0.706, 2.014)
H (-4.224, 1.382, 1.241)
H (-3.038, 2.470, 2.011)
H (-4.140, 2.519, -1.484)
H (-3.451, 0.993, -2.127)
H (-4.495, 0.944, -0.687)

6.
C2HClNO2 | ωB97M-V/def2-TZVPD

Output
- SMILES = [H]/N=C(\Cl)C(=O)[O-]
- total charge = -1
- 2S+1 = 1
- ΔE to the lowest compared entry with this formula, charge and spin (eV) = 1.1455
- HOMO-LUMO gap (eV) = 8.33
- molecular weight (g mol⁻¹) = 106.5

Geometry (Å):
C (-1.245, -0.114, 0.351)
C (-2.590, 0.583, -0.002)
N (-0.323, 0.050, 1.163)
O (-2.829, 0.886, -1.162)
O (-3.246, 0.773, 1.061)
Cl (-1.244, -1.617, -0.566)
H (0.369, -0.778, 1.271)

7.
C3H5IN2 | ωB97M-V/def2-TZVPD

Output
- SMILES = C=N/N=C(/C)I
- total charge = 0
- 2S+1 = 1
- ΔE to the lowest compared entry with this formula, charge and spin (eV) = 2.1824
- HOMO-LUMO gap (spin up / spin down) (eV) = 8.55 / 8.54
- molecular weight (g mol⁻¹) = 196.0

Geometry (Å):
C (-1.946, -1.488, 0.074)
C (0.414, 0.434, -0.070)
C (1.771, 1.037, -0.065)
N (-1.055, -1.158, 0.906)
N (0.129, -0.728, 0.772)
I (-1.240, 1.561, -0.994)
H (-2.974, -1.522, 0.385)
H (-1.563, -1.634, -0.900)
H (2.424, 0.575, 0.778)
H (2.404, 0.743, -0.956)
H (1.636, 2.179, 0.069)

8.
C32H60N7O10P3S | ωB97M-V/def2-TZVPD

Output
- SMILES = CCOP(=O)(CCN(CCCCN)[C@H](N)[C@@](O[C@@](C[C@H]1CO1)(ON=O)[PH2]=S)([C@H](C)CC)P(=O)(O)O)OCC.c1cc[nH]c1.c1cc[nH]c1.c1cc[nH]c1
- total charge = 0
- 2S+1 = 1
- HOMO-LUMO gap (eV) = 7.87
- molecular weight (g mol⁻¹) = 827.9

Geometry (Å):
C (-0.705, -6.647, 1.947)
C (-0.508, -5.220, 2.538)
O (-0.908, -4.153, 1.651)
P (-0.171, -4.148, 0.196)
O (-0.767, -5.009, -0.829)
C (0.061, -2.405, -0.275)
C (-1.130, -1.676, -0.940)
N (-2.217, -1.197, -0.124)
C (-3.501, -1.876, -0.203)
C (-3.626, -3.299, 0.386)
C (-5.122, -3.757, 0.157)
C (-5.857, -4.103, 1.471)
N (-6.409, -2.907, 2.137)
C (-1.967, -0.291, 0.945)
N (-2.737, -0.601, 2.163)
C (-2.043, 1.267, 0.559)
O (-1.181, 1.433, -0.584)
C (0.211, 1.577, -0.562)
C (0.752, 2.963, -0.157)
C (2.314, 3.048, -0.421)
C (2.982, 4.218, 0.325)
O (3.119, 2.761, 0.696)
O (1.002, 0.477, -0.180)
N (1.537, 0.541, 1.114)
O (2.465, -0.160, 1.168)
P (0.537, 1.563, -2.488)
S (2.059, 0.446, -2.993)
C (-3.462, 1.580, -0.120)
C (-3.240, 2.671, -1.242)
C (-4.589, 2.136, 0.782)
C (-5.334, 1.102, 1.675)
P (-1.764, 2.332, 2.058)
O (-2.776, 2.199, 3.118)
O (-0.369, 1.956, 2.811)
O (-1.659, 3.921, 1.719)
O (1.345, -4.745, 0.472)
C (2.185, -3.844, 1.229)
C (3.177, -4.647, 2.147)
H (0.278, -7.042, 1.668)
H (-1.437, -6.671, 1.134)
H (-1.102, -7.269, 2.768)
H (0.504, -5.098, 2.950)
H (-1.186, -5.148, 3.404)
H (0.891, -2.394, -1.005)
H (0.470, -1.884, 0.603)
H (-0.702, -0.838, -1.519)
H (-1.545, -2.351, -1.709)
H (-3.783, -1.954, -1.273)
H (-4.282, -1.253, 0.258)
H (-3.443, -3.383, 1.464)
H (-3.017, -3.988, -0.213)
H (-5.110, -4.663, -0.476)
H (-5.652, -2.982, -0.420)
H (-5.261, -4.715, 2.160)
H (-6.740, -4.709, 1.196)
H (-5.657, -2.337, 2.513)
H (-6.965, -2.377, 1.476)
H (-0.912, -0.415, 1.273)
H (-2.719, -1.612, 2.303)
H (-2.223, -0.262, 2.974)
H (0.349, 3.796, -0.747)
H (0.737, 3.183, 0.920)
H (2.698, 2.817, -1.427)
H (4.016, 4.476, 0.102)
H (2.433, 4.565, 1.201)
H (-0.594, 1.052, -3.161)
H (0.711, 2.911, -2.913)
H (-3.844, 0.714, -0.674)
H (-4.216, 3.128, -1.478)
H (-2.590, 3.496, -0.918)
H (-2.911, 2.218, -2.187)
H (-5.381, 2.506, 0.104)
H (-4.321, 3.018, 1.383)
H (-6.269, 1.614, 1.978)
H (-5.656, 0.216, 1.110)
H (-4.801, 0.880, 2.601)
H (-0.539, 1.930, 3.765)
H (-1.607, 4.098, 0.765)
H (2.723, -3.160, 0.553)
H (1.537, -3.245, 1.895)
H (4.205, -4.431, 1.820)
H (3.089, -4.255, 3.170)
H (2.989, -5.727, 2.108)
N (-0.245, 7.338, -0.527)
C (0.613, 6.759, 0.370)
C (-0.023, 6.696, 1.582)
C (-1.317, 7.254, 1.409)
C (-1.426, 7.639, 0.099)
H (-0.041, 7.515, -1.494)
H (1.597, 6.445, 0.067)
H (0.393, 6.294, 2.491)
H (-2.081, 7.360, 2.162)
H (-2.236, 8.100, -0.440)
N (5.391, -3.867, -1.227)
C (6.192, -2.843, -1.658)
C (7.489, -3.285, -1.641)
C (7.471, -4.630, -1.186)
C (6.164, -4.959, -0.944)
H (4.392, -3.827, -1.134)
H (5.771, -1.892, -1.937)
H (8.354, -2.708, -1.923)
H (8.319, -5.281, -1.053)
H (5.715, -5.874, -0.594)
N (6.383, 4.092, -5.223)
C (6.077, 2.809, -4.856)
C (4.902, 2.840, -4.152)
C (4.481, 4.196, -4.097)
C (5.414, 4.943, -4.768)
H (7.195, 4.366, -5.746)
H (6.719, 1.988, -5.126)
H (4.399, 1.988, -3.725)
H (3.594, 4.580, -3.619)
H (5.472, 6.001, -4.960)